Molecular formula: C40H89GaI2NO25S9
Method: DFT, ωB97M-V/def2-TZVPD

* orbital gap: 5.547 eV
* F_max: 0.1194 Eh/bohr
* electronic energy: -9616.49073 Ha

```
! RIJCOSX wB97M-V def2-TZVPD def2/J DEFGRID3
* xyz -1 1
C 0.184 -0.424 -1.187
C -0.033 -1.977 -0.604
I 0.755 -2.394 1.440
C -0.722 -3.061 -1.412
I -1.463 -2.477 -3.402
Ga -0.890 -4.990 -0.623
C 0.888 -5.968 -1.196
C 0.696 -6.733 -2.651
C 0.700 -5.726 -3.947
S -0.870 -5.882 -5.024
C -2.425 -6.106 -1.495
C -3.917 -5.705 -0.857
C -5.025 -5.966 -2.058
N -6.457 -5.694 -1.652
C -7.128 -4.676 -2.588
C -6.375 -3.190 -2.451
C -6.172 -2.233 -3.793
C -5.425 -0.741 -3.686
C -4.822 -0.193 -2.228
C -5.055 -1.182 -0.940
C -5.827 -2.646 -0.985
O -5.969 -3.361 0.296
H -0.829 0.120 -1.420
H 0.861 0.202 -0.433
H 0.853 -0.533 -2.168
H -1.028 -4.888 0.995
H 1.118 -6.709 -0.314
H 1.687 -5.088 -1.287
H 1.614 -7.482 -2.782
H -0.268 -7.400 -2.714
H 0.931 -4.611 -3.646
H 1.583 -6.070 -4.671
H -0.972 -4.768 -5.889
H -2.502 -5.869 -2.638
H -2.235 -7.248 -1.250
H -4.124 -6.394 0.066
H -3.812 -4.554 -0.565
H -4.982 -7.110 -2.397
H -4.682 -5.352 -3.007
H -7.036 -6.579 -1.713
H -6.975 -5.042 -3.707
H -8.287 -4.604 -2.421
H -6.545 -2.524 -4.875
H -5.313 -0.059 -4.641
H -4.274 0.842 -2.104
H -4.633 -0.816 0.109
H -5.388 -2.931 1.013
O 1.002 1.809 1.501
S 2.292 2.315 1.918
O 3.496 1.517 1.827
O 2.168 2.904 3.432
C 1.640 2.065 4.449
C 2.677 1.072 4.940
C 2.583 3.864 1.101
H 0.735 1.554 4.103
H 1.347 2.715 5.280
H 2.922 0.343 4.162
H 2.307 0.526 5.812
H 3.607 1.583 5.208
H 1.700 4.495 1.216
H 2.763 3.660 0.044
H 3.461 4.339 1.544
O 4.259 -4.192 5.769
S 5.246 -3.152 5.969
O 4.877 -1.811 6.373
O 6.195 -3.058 4.649
C 5.583 -2.888 3.379
C 5.164 -1.447 3.157
C 6.483 -3.755 7.091
H 4.735 -3.570 3.260
H 6.328 -3.163 2.626
H 4.348 -1.167 3.830
H 4.820 -1.299 2.129
H 5.996 -0.765 3.356
H 6.809 -4.742 6.759
H 6.036 -3.821 8.084
H 7.319 -3.053 7.105
O 1.902 2.738 7.809
S 3.192 3.245 8.226
O 4.396 2.447 8.135
O 3.068 3.833 9.740
C 2.540 2.994 10.757
C 3.577 2.002 11.248
C 3.483 4.794 7.409
H 1.635 2.483 10.411
H 2.247 3.645 11.587
H 3.822 1.272 10.470
H 3.207 1.455 12.120
H 4.507 2.512 11.516
H 2.600 5.425 7.523
H 3.663 4.590 6.352
H 4.361 5.268 7.852
O -9.935 2.099 -0.412
S -10.170 1.513 0.891
O -9.771 2.176 2.114
O -9.585 -0.007 0.904
C -8.232 -0.220 0.529
C -7.283 0.135 1.658
C -11.890 1.090 1.018
H -7.988 0.335 -0.384
H -8.129 -1.285 0.296
H -7.288 1.212 1.851
H -6.260 -0.160 1.410
H -7.582 -0.361 2.587
H -12.185 0.539 0.124
H -12.462 2.017 1.093
H -12.040 0.487 1.916
O 7.800 -3.295 0.137
S 8.828 -3.306 -0.883
O 8.896 -4.340 -1.893
O 10.286 -3.174 -0.170
C 10.630 -4.095 0.855
C 11.055 -5.431 0.277
C 8.834 -1.727 -1.696
H 9.806 -4.214 1.566
H 11.471 -3.660 1.406
H 10.210 -5.940 -0.198
H 11.446 -6.085 1.061
H 11.823 -5.296 -0.491
H 8.842 -0.940 -0.939
H 7.929 -1.655 -2.302
H 9.717 -1.662 -2.335
O 2.283 7.300 -1.331
S 2.790 7.952 -0.143
O 2.692 7.345 1.168
O 2.185 9.462 -0.066
C 0.777 9.637 -0.135
C 0.116 9.325 1.194
C 4.483 8.406 -0.425
H 0.348 9.035 -0.943
H 0.598 10.688 -0.385
H 0.191 8.259 1.429
H -0.944 9.593 1.171
H 0.603 9.870 2.008
H 4.556 8.917 -1.387
H 5.080 7.491 -0.440
H 4.816 9.054 0.387
O -8.813 0.377 -8.155
S -7.857 1.242 -7.496
O -7.017 0.775 -6.413
O -8.613 2.605 -7.021
C -9.779 2.493 -6.218
C -9.428 2.205 -4.771
C -6.820 1.984 -8.731
H -10.459 1.734 -6.620
H -10.300 3.455 -6.275
H -8.994 1.207 -4.662
H -10.320 2.257 -4.139
H -8.688 2.922 -4.401
H -7.450 2.391 -9.524
H -6.165 1.208 -9.133
H -6.222 2.770 -8.266
O 4.388 2.756 -3.442
S 3.205 2.281 -4.129
O 2.579 1.019 -3.796
O 3.469 2.326 -5.735
C 4.613 1.667 -6.257
C 4.392 0.169 -6.355
C 1.969 3.554 -4.071
H 5.503 1.898 -5.662
H 4.784 2.069 -7.262
H 4.316 -0.282 -5.361
H 5.221 -0.311 -6.882
H 3.459 -0.052 -6.882
H 2.420 4.499 -4.378
H 1.606 3.627 -3.044
H 1.148 3.280 -4.737
*
```

Here are the Löwdin charges for atoms 1 to 99, given in e: number 1, C, carries -0.227; number 2, C, carries -0.764; number 3, I, carries 0.635; number 4, C, carries -0.719; number 5, I, carries 0.657; number 6, Ga, carries 0.232; number 7, C, carries -0.302; number 8, C, carries -0.340; number 9, C, carries -0.544; number 10, S, carries 0.511; number 11, C, carries -0.313; number 12, C, carries -0.253; number 13, C, carries -0.250; number 14, N, carries -0.131; number 15, C, carries -0.213; number 16, C, carries -0.063; number 17, C, carries -0.015; number 18, C, carries -0.075; number 19, C, carries -0.069; number 20, C, carries -0.034; number 21, C, carries -0.137; number 22, O, carries -0.090; number 23, H, carries 0.062; number 24, H, carries 0.042; number 25, H, carries 0.058; number 26, H, carries -0.081; number 27, H, carries 0.044; number 28, H, carries 0.055; number 29, H, carries 0.094; number 30, H, carries 0.078; number 31, H, carries 0.058; number 32, H, carries 0.066; number 33, H, carries -0.159; number 34, H, carries 0.005; number 35, H, carries 0.056; number 36, H, carries 0.104; number 37, H, carries 0.085; number 38, H, carries 0.125; number 39, H, carries 0.119; number 40, H, carries 0.101; number 41, H, carries 0.112; number 42, H, carries 0.113; number 43, H, carries 0.088; number 44, H, carries 0.060; number 45, H, carries 0.082; number 46, H, carries 0.088; number 47, H, carries 0.128; number 48, O, carries -0.298; number 49, S, carries 0.614; number 50, O, carries -0.289; number 51, O, carries -0.269; number 52, C, carries -0.271; number 53, C, carries -0.068; number 54, C, carries -0.126; number 55, H, carries 0.121; number 56, H, carries 0.103; number 57, H, carries 0.053; number 58, H, carries 0.089; number 59, H, carries 0.085; number 60, H, carries 0.070; number 61, H, carries 0.073; number 62, H, carries 0.071; number 63, O, carries -0.283; number 64, S, carries 0.621; number 65, O, carries -0.290; number 66, O, carries -0.269; number 67, C, carries -0.264; number 68, C, carries -0.068; number 69, C, carries -0.131; number 70, H, carries 0.122; number 71, H, carries 0.112; number 72, H, carries 0.050; number 73, H, carries 0.085; number 74, H, carries 0.088; number 75, H, carries 0.072; number 76, H, carries 0.073; number 77, H, carries 0.071; number 78, O, carries -0.285; number 79, S, carries 0.619; number 80, O, carries -0.281; number 81, O, carries -0.269; number 82, C, carries -0.280; number 83, C, carries -0.077; number 84, C, carries -0.117; number 85, H, carries 0.117; number 86, H, carries 0.122; number 87, H, carries 0.074; number 88, H, carries 0.079; number 89, H, carries 0.084; number 90, H, carries 0.075; number 91, H, carries 0.076; number 92, H, carries 0.074; number 93, O, carries -0.294; number 94, S, carries 0.620; number 95, O, carries -0.293; number 96, O, carries -0.264; number 97, C, carries -0.272; number 98, C, carries -0.069; number 99, C, carries -0.130